[1]
Below is C28H28BrN7O5RuS2 as an isolated structure in a non-equilibrium geometry, with properties calculated with ωB97M-V/def2-TZVPD.

The geometry in XYZ format:
```
72
Properties=species:S:1:pos:R:3:forces:R:3:lowdin_charge:R:1
Ru -0.443896 0.424785 0.138516 -0.2 -0.2 -0.4 0.99
Br 1.348502 -6.907975 7.313862 0.0 -0.1 0.0 0.85
C 1.980965 -5.199620 6.910418 0.0 0.1 0.1 -0.67
C 1.930779 -4.205847 7.885215 0.0 0.1 0.1 -0.10
C 2.368435 -2.935704 7.576767 0.0 0.0 0.2 0.02
C 2.840225 -2.655367 6.287848 -0.3 0.3 -0.5 -0.25
C 2.934570 -3.677794 5.329293 -0.1 -0.3 -0.1 0.03
C 2.501350 -4.949317 5.641019 0.2 0.3 -0.3 -0.09
N 3.150672 -1.337133 6.012587 1.5 -0.3 0.1 0.16
N 3.645149 -1.031100 4.886398 -1.3 -0.3 2.7 0.12
C 3.117316 -0.546881 3.817348 0.2 0.6 -2.7 -0.20
C 4.005749 -0.349154 2.686687 -0.2 -0.2 1.6 -0.01
C 3.544276 -0.065764 1.462810 -1.2 0.3 -0.9 0.01
C 2.127557 0.085218 1.237406 0.9 -0.3 2.2 -0.33
O 1.647038 0.295939 0.118543 -0.8 0.4 -2.1 -0.13
C 1.222816 0.046286 2.405414 0.9 0.1 -1.2 -0.13
N -0.070509 0.347465 2.141968 -0.3 0.1 0.1 -0.03
C -0.928105 0.411450 3.152333 0.2 0.1 -0.2 -0.08
C -0.535897 0.159481 4.467201 0.0 0.0 0.2 -0.02
C 0.767966 -0.178542 4.735409 0.0 0.0 0.0 0.01
C 1.685811 -0.237674 3.677348 0.8 -0.5 0.7 -0.07
H 1.558076 -4.436195 8.873773 0.0 0.0 0.0 0.11
H 2.353867 -2.142693 8.313963 0.0 0.0 0.0 0.13
H 3.352899 -3.460452 4.353696 0.0 0.0 0.0 0.13
H 2.570001 -5.750710 4.917745 0.0 0.0 0.0 0.11
H 5.067725 -0.472547 2.862664 -0.1 -0.1 0.1 0.12
H 4.215864 0.041575 0.620981 -0.1 0.0 0.0 0.13
H -1.943079 0.688530 2.902555 0.0 -0.1 0.0 0.12
H -1.264515 0.233496 5.263830 0.0 0.0 -0.1 0.12
H 1.082611 -0.366809 5.752134 0.0 0.0 0.1 0.11
C -5.404804 -5.036648 2.193059 0.1 0.0 0.0 -0.07
C -5.351719 -4.764354 0.693966 0.1 0.1 0.1 -0.19
N -4.549704 -3.583397 0.337796 0.1 -0.1 0.1 -0.05
C -3.211153 -3.819580 -0.205576 -0.1 0.1 0.1 -0.20
C -2.169702 -4.177607 0.850547 0.0 -0.1 0.0 -0.07
C -5.126353 -2.377671 0.556530 -0.1 0.0 -0.1 -0.41
O -6.254241 -2.270023 1.017327 0.0 0.0 0.0 0.07
C -4.419287 -1.100392 0.164014 -0.1 -0.1 0.1 -0.09
C -5.183400 -0.124418 -0.463451 -0.1 0.0 -0.1 0.02
C -4.607591 1.093265 -0.764272 -0.1 0.1 0.0 -0.02
C -3.282710 1.312387 -0.435621 0.0 0.0 0.2 -0.12
N -2.537378 0.386926 0.181710 -0.1 -0.2 -0.3 -0.08
C -3.116889 -0.789575 0.484435 0.3 0.1 0.2 -0.08
H -6.028709 -5.911952 2.388174 0.0 0.1 0.0 0.08
H -5.841574 -4.185240 2.713703 0.0 0.0 0.0 0.07
H -4.408595 -5.230528 2.599509 -0.1 0.0 0.0 0.06
H -6.361612 -4.603338 0.321067 0.0 0.0 0.0 0.12
H -4.917772 -5.612398 0.163900 0.0 0.0 0.0 0.12
H -2.890759 -2.947704 -0.766769 0.0 0.1 0.0 0.10
H -3.292960 -4.636086 -0.923289 0.0 0.0 -0.1 0.12
H -2.221763 -3.491307 1.700371 0.0 0.0 0.0 0.07
H -1.169935 -4.122283 0.415401 -0.1 0.0 0.0 0.07
H -2.321556 -5.189032 1.233042 0.0 0.1 0.0 0.07
H -6.222395 -0.332819 -0.684417 0.0 0.0 0.0 0.13
H -5.174330 1.876154 -1.248791 0.0 0.0 0.0 0.12
H -2.792880 2.252948 -0.637430 0.1 0.0 -0.1 0.06
H -2.490576 -1.483181 1.027728 0.1 -0.1 -0.1 0.10
S -0.198553 2.876111 -0.130818 -0.1 -0.4 0.1 0.61
C 0.164951 2.640761 -1.793756 0.0 0.4 0.2 -1.09
N 1.272003 2.118736 -2.251017 0.1 -0.4 -0.2 -0.03
C 1.354023 1.792501 -3.678800 -0.1 0.1 0.1 -0.17
C 0.095220 2.369911 -4.352977 0.0 0.0 0.1 -0.37
S -0.918425 3.114521 -3.034042 -0.1 0.0 0.0 0.98
H 1.895001 1.677228 -1.586820 0.1 0.0 0.1 0.12
H 1.388445 0.711862 -3.797132 0.0 -0.1 0.1 0.12
H 2.265610 2.215647 -4.095400 0.0 0.1 0.0 0.12
H -0.493259 1.586298 -4.819504 0.0 0.0 -0.1 0.08
H 0.329931 3.136765 -5.083810 0.0 0.0 0.0 0.08
O -0.659798 -0.041798 -1.918282 0.3 0.0 0.0 -0.14
N -0.467434 -1.299296 -1.782149 -0.1 -0.3 0.0 -0.52
O -0.305721 -2.026918 -2.721894 -0.1 0.1 0.2 0.11
O -0.466368 -1.709223 -0.570294 0.1 0.6 0.1 -0.09
```
Positions in Å, forces in eV/Å.

Calculated values
Gap between HOMO and LUMO (alpha / beta)   0.14452 / 0.18621 hartree
Highest occupied orbital energy (alpha / beta)   -9.263 / -10.218 eV
Expectation value of S²   0.80
Charge   +1
2S+1   2


[2]
Below is C20H52Cu2O20S6 as an isolated structure in a non-equilibrium geometry, with properties calculated with ωB97M-V/def2-TZVPD.

The geometry in XYZ format:
```
100
Properties=species:S:1:pos:R:3:forces:R:3:lowdin_charge:R:1
Cu 0.297443 2.930671 1.003603 1.0 -0.6 0.0 0.62
Cu -2.595972 3.697089 2.401425 -0.2 -1.2 0.5 0.71
O -1.846612 2.122720 1.091478 1.3 1.4 -0.2 -0.04
C -1.759270 0.891942 0.600541 -0.4 -1.9 0.3 -0.25
C -0.424487 0.124426 0.598382 -0.5 0.2 -0.4 -0.22
O 0.671974 0.859243 0.292130 -0.3 0.5 0.6 0.04
H -2.231628 0.726305 -0.390734 -0.1 0.7 -0.2 0.17
H -2.516270 0.280370 1.147958 -0.1 0.0 0.2 0.17
H -0.507834 -0.692386 -0.139407 0.1 -0.1 -0.2 0.16
H -0.310224 -0.486370 1.511218 0.4 0.3 0.3 0.15
O 5.542111 -0.575863 0.988936 -0.1 0.2 0.5 -0.27
S 5.184013 -1.723191 0.230483 -0.8 0.2 -1.1 0.58
O 6.083575 -2.786117 -0.018991 0.6 -0.4 0.3 -0.24
O 3.835624 -2.313325 0.884088 0.4 0.4 -0.4 -0.26
C 3.416843 -3.591908 0.345961 -0.9 -0.3 0.7 -0.25
C 1.900018 -3.678596 0.377136 -0.3 0.3 -0.1 -0.06
C 4.541660 -1.227265 -1.368102 -0.7 -0.8 0.1 -0.12
H 3.838575 -4.355929 0.993636 0.3 -0.1 -0.2 0.13
H 3.700347 -3.728656 -0.693923 0.5 0.0 0.1 0.12
H 1.500718 -3.139362 -0.489375 -0.1 -0.2 0.0 0.06
H 1.401584 -3.263826 1.258908 0.5 0.0 0.2 0.07
H 1.605599 -4.727477 0.352466 0.0 0.0 -0.3 0.09
H 3.475104 -1.020841 -1.269966 0.1 0.5 0.1 0.05
H 4.547411 -2.136427 -1.966592 0.3 0.2 -0.2 0.06
H 5.079489 -0.427082 -1.860230 0.3 0.0 0.2 0.08
O -4.873819 3.179884 -4.393593 -0.8 0.3 -0.5 -0.22
S -4.197518 2.211575 -3.626099 2.6 0.0 0.3 0.57
O -4.627678 0.859211 -3.496402 -0.5 -0.1 0.2 -0.26
O -2.646144 2.170881 -4.106183 -0.7 0.0 0.0 -0.28
C -2.463612 1.390352 -5.320888 -0.3 -1.1 -0.6 -0.26
C -1.263708 1.861293 -6.120632 0.1 0.5 0.7 -0.04
C -3.900887 2.924926 -2.021870 -0.9 -0.5 -0.3 -0.12
H -3.369518 1.343847 -5.934259 0.0 0.7 0.2 0.12
H -2.362789 0.337506 -5.029718 0.3 0.2 0.2 0.10
H -1.048156 2.909419 -5.899470 -0.1 0.0 0.1 0.09
H -1.435210 1.832528 -7.191884 0.0 -0.4 0.0 0.09
H -0.394708 1.276636 -5.827279 0.2 0.0 -0.4 0.06
H -3.438961 2.196623 -1.364736 0.1 0.0 0.0 0.02
H -4.939613 3.088192 -1.722538 0.2 0.3 0.4 0.08
H -3.334892 3.844528 -2.103932 -0.1 0.1 -0.1 0.08
O 4.562155 2.602161 2.530444 -0.7 -0.5 0.8 -0.21
S 3.815275 3.031392 1.411199 2.4 0.7 -2.0 0.62
O 2.396458 3.338075 1.492967 -1.5 -0.3 0.0 -0.33
O 4.455713 4.372261 0.877269 -0.8 -0.1 0.1 -0.25
C 5.890112 4.540925 1.063883 1.0 0.5 0.0 -0.24
C 6.318450 5.893858 0.543679 0.5 0.0 0.0 -0.05
C 4.139552 1.983410 -0.016411 -2.2 0.5 0.3 -0.09
H 6.438878 3.776967 0.506350 -0.2 -0.2 0.2 0.12
H 6.120635 4.487094 2.125357 -0.2 -0.3 0.0 0.12
H 6.369109 5.939832 -0.543024 -0.6 0.2 0.0 0.09
H 7.364857 6.048776 0.824114 -0.1 -0.2 0.3 0.10
H 5.763338 6.697825 1.020867 -0.2 0.1 -0.3 0.09
H 3.727724 1.008007 0.221563 0.8 -0.4 0.2 0.04
H 5.158153 2.078401 -0.361439 0.2 -0.4 0.4 0.08
H 3.448349 2.351218 -0.781596 0.3 0.3 -0.1 0.08
O -2.839547 2.134417 3.925447 0.7 0.8 -1.0 -0.34
S -2.760527 1.349623 5.149003 0.1 -0.7 2.2 0.63
O -3.780481 0.406048 5.381432 -0.4 -0.1 -0.2 -0.20
O -1.390117 0.521446 5.261431 -0.5 1.0 -1.5 -0.22
C -0.281124 0.948818 4.422134 1.0 -1.1 0.2 -0.24
C 0.654360 -0.245098 4.293334 0.4 -0.1 0.5 -0.05
C -2.560696 2.440893 6.544969 0.1 0.0 -0.4 -0.08
H 0.239249 1.775472 4.910403 -0.2 0.2 -0.2 0.13
H -0.604323 1.176198 3.402948 -0.4 0.5 0.3 0.08
H 0.867853 -0.697615 5.262991 -0.3 0.0 0.0 0.10
H 1.645962 0.050183 3.941168 -0.2 0.1 -0.3 0.09
H 0.229762 -1.017540 3.653052 0.0 0.0 0.0 0.07
H -2.830996 1.934260 7.467957 -0.1 -0.3 -0.2 0.09
H -3.197178 3.313503 6.427331 0.1 0.1 -0.1 0.08
H -1.497191 2.669392 6.575314 -0.1 0.4 0.1 0.07
O 2.505859 -2.238325 -3.578141 0.3 -0.2 0.1 -0.28
S 1.623438 -1.486278 -4.414343 0.3 0.9 1.4 0.57
O 2.031464 -0.997022 -5.677650 -0.4 -0.6 -0.7 -0.23
O 0.265622 -2.285641 -4.498225 0.3 0.2 -0.6 -0.25
C -0.196085 -2.872766 -3.259409 -0.4 0.4 0.2 -0.25
C -1.714537 -2.830018 -3.329673 0.2 -1.4 -1.0 -0.04
C 1.148879 0.019283 -3.521543 -0.5 -0.8 -0.4 -0.10
H 0.173825 -2.272633 -2.420757 0.0 0.0 -0.1 0.08
H 0.225942 -3.867535 -3.144220 0.0 0.0 -0.1 0.13
H -2.095746 -3.726283 -3.835476 0.2 -0.2 0.4 0.09
H -2.036562 -2.102155 -4.072580 -0.1 0.8 0.8 0.08
H -2.153841 -2.827479 -2.340499 -0.3 0.5 0.0 0.07
H 1.212996 -0.091236 -2.443385 0.3 0.0 0.1 0.03
H 0.108603 0.197119 -3.800634 0.1 0.3 0.0 0.05
H 1.810409 0.768110 -3.941337 0.0 0.2 0.2 0.07
O -5.348556 -3.991375 0.825940 0.2 -0.3 -0.2 -0.26
S -5.099111 -2.884415 1.688895 0.0 -0.1 -1.7 0.57
O -5.933704 -2.714087 2.820426 0.5 0.5 0.5 -0.23
O -3.533733 -2.859015 2.064987 -0.2 0.0 0.0 -0.28
C -2.784360 -4.055066 1.741863 0.7 -0.9 0.9 -0.27
C -3.115814 -5.251482 2.626318 -0.7 -0.2 -0.5 -0.06
C -5.144909 -1.407629 0.668759 -0.9 -0.3 1.1 -0.11
H -1.735247 -3.818657 1.933612 -0.1 0.5 -0.1 0.11
H -2.870616 -4.347990 0.697473 -0.4 0.4 -0.1 0.11
H -4.194818 -5.397338 2.700841 0.0 0.1 -0.1 0.08
H -2.737214 -5.227665 3.644063 0.3 0.2 -0.1 0.08
H -2.753497 -6.124594 2.078287 0.2 -0.1 0.4 0.09
H -4.607158 -0.652355 1.236504 -0.2 0.3 -0.1 0.04
H -6.223278 -1.236436 0.649772 0.1 0.5 0.0 0.08
H -4.824595 -1.514787 -0.355552 0.5 -0.4 -0.1 0.07
```
Positions in Å, forces in eV/Å.

Calculated values
Gap between HOMO and LUMO (alpha / beta)   0.24505 / 0.15796 hartree
Highest occupied orbital energy (alpha / beta)   -15.175 / -15.175 eV
Expectation value of S²   2.01
Charge   +2
2S+1   3


Computed DFT total energy (Eh) in order:
-5308.22498; -7967.19682
Computed energy relative to the best compared isomer or geometry (same formula, charge and spin) (kJ/mol) in order:
100.6; 0.0